A structure of composition C19H34AsI2NaO10SSi. Source: OMol25; level of theory: ωB97M-V with the def2-TZVPD basis set.

Atoms and positions in Å:
1 I -3.9177 2.0549 0.2806
2 I -3.8995 -1.1273 1.9134
3 As -0.7297 2.1912 4.2896
4 S 2.0813 1.9680 1.9702
5 Si -0.5085 -0.8976 -1.6572
6 Na -0.3442 0.6495 1.3850
7 O -0.4196 0.0832 -3.0042
8 O 1.0516 -1.4554 -1.5045
9 O -1.3295 -2.2347 -2.2342
10 O 3.2801 2.4418 1.3088
11 O -1.5952 3.5077 3.8779
12 O 1.9494 0.5084 1.9742
13 O 0.8480 2.6392 1.5721
14 O -0.9487 0.7668 3.4861
15 O -1.1268 1.7559 5.9968
16 O -1.1131 -0.2307 -0.3869
17 C 3.5530 2.7104 4.1363
18 C 1.5545 -2.5017 -0.6955
19 C -3.4904 -1.0789 -2.2880
20 C 1.4771 2.9415 5.9186
21 C 0.7784 -2.6389 0.6124
22 C -3.2768 -3.5649 -2.2080
23 C -0.3314 2.1840 -4.0690
24 C 0.7870 1.8862 -1.8563
25 C 1.7042 0.7338 -3.8834
26 C 3.8197 3.1007 5.4408
27 C 2.7716 3.2227 6.3368
28 C -2.6531 -2.2738 -2.7362
29 C -3.8107 0.9871 2.1110
30 C 1.4801 -3.8049 -1.4939
31 C -2.5668 -2.3083 -4.2631
32 C 2.2604 2.4337 3.7145
33 C 3.0073 -2.1421 -0.3896
34 C 1.1930 2.5412 4.6145
35 C 0.4338 1.2081 -3.1765
36 H 1.3588 2.7999 -2.0339
37 H -3.5036 -1.0068 -1.2015
38 H 0.6664 3.0242 6.6292
39 H 0.8692 -1.7277 1.2021
40 H -1.6347 0.9395 5.9389
41 H 3.0414 -1.2069 0.1714
42 H -0.1148 2.1401 -1.3010
43 H -1.9996 -3.1855 -4.5834
44 H 1.8830 -4.6412 -0.9153
45 H 0.2851 3.0498 -4.3233
46 H -3.5614 -2.3443 -4.7173
47 H -2.0459 -1.4148 -4.6092
48 H 0.4431 -4.0138 -1.7584
49 H -0.6386 1.6829 -4.9900
50 H 3.5603 -2.0160 -1.3235
51 H -4.5160 -1.1791 -2.6559
52 H 1.1851 -3.4662 1.2015
53 H 1.4474 0.2789 -4.8436
54 H 4.8376 3.3147 5.7461
55 H 1.3975 1.2337 -1.2297
56 H 2.3915 1.5660 -4.0586
57 H -4.6589 1.2891 2.7091
58 H -2.6619 -4.4193 -2.4992
59 H 4.3465 2.6302 3.4044
60 H -3.0702 -0.1498 -2.6759
61 H 2.9513 3.5345 7.3595
62 H -0.2786 -2.8325 0.4219
63 H 2.1985 -0.0136 -3.2633
64 H 3.4894 -2.9266 0.2004
65 H -4.2885 -3.7065 -2.5980
66 H -3.3229 -3.5260 -1.1183
67 H 2.0583 -3.7049 -2.4154
68 H -2.8581 1.2095 2.5858
69 H -1.2255 2.5321 -3.5487

The value obtained for the HOMO-LUMO gap is 7.50 eV. The total energy is -140909.5015 eV. The charge is -2. Its energy relative to the best compared isomer or geometry (same formula, charge and spin) is 0.043 eV. For the LUMO energy, the calculation gives 0.144 hartree.



A structure of composition C19H34BMoN10 at a distorted geometry. Source: OMol25; level of theory: ωB97M-V with the def2-TZVPD basis set.

Atoms and positions in Å:
1 Mo 10.4199 9.8813 10.1098
2 N 9.5659 10.1191 12.2102
3 N 12.4871 10.2215 9.2260
4 N 10.4126 12.0938 9.7080
5 N 9.9730 6.9300 9.1605
6 N 12.4064 10.0141 12.2747
7 N 9.5974 8.5088 7.1691
8 N 8.3445 9.5034 9.4794
9 N 10.2330 9.5941 7.6402
10 N 7.8889 8.3286 8.9175
11 N 10.4929 7.5930 10.2187
12 C 8.9576 11.4583 12.6676
13 C 7.2524 10.2680 9.7367
14 C 13.7998 9.5776 12.1797
15 C 13.7506 9.4862 9.5531
16 C 6.0871 9.5262 9.4589
17 C 11.0029 6.7138 11.1080
18 C 9.4263 8.6911 5.8230
19 C 11.7381 9.6073 13.5055
20 C 10.7804 5.4073 10.6386
21 C 14.4619 9.9686 10.8535
22 C 9.9650 9.8902 5.4261
23 C 12.7163 11.6482 8.9447
24 C 6.5329 8.3358 8.9227
25 C 10.3777 10.4856 6.6363
26 C 9.5442 12.9282 10.5606
27 C 11.8240 12.5743 9.7210
28 C 10.1275 5.6073 9.4224
29 C 10.2039 9.3913 13.3758
30 C 9.7190 12.6437 12.0710
31 B 8.9371 7.5330 8.1590
32 H 10.0819 10.2327 4.4229
33 H 9.8561 13.9489 10.4375
34 H 8.8269 8.0265 5.2015
35 H 8.7723 9.5204 11.9209
36 H 9.3947 13.5915 12.5537
37 H 9.5933 4.8686 8.8046
38 H 8.4968 12.8838 10.2107
39 H 8.4388 6.5576 7.5620
40 H 13.7769 11.8637 9.1875
41 H 6.0857 7.4448 8.5442
42 H 10.0744 8.3253 13.2246
43 H 7.8628 11.3403 12.4159
44 H 10.0888 12.2094 8.7143
45 H 8.9870 11.4039 13.7306
46 H 12.7178 11.8921 7.8496
47 H 7.3596 11.2982 10.1248
48 H 11.1407 4.4745 11.0313
49 H 14.4275 9.6331 8.6621
50 H 12.0771 9.7527 8.3858
51 H 14.7429 11.0518 10.7728
52 H 13.8453 8.4817 12.3395
53 H 9.7695 9.6308 14.3783
54 H 14.3995 9.9660 13.0413
55 H 10.9145 11.4348 6.6463
56 H 12.0915 8.6134 13.8845
57 H 11.5326 7.0276 11.9884
58 H 11.9480 13.5945 9.3094
59 H 5.0300 9.8061 9.6160
60 H 12.1029 12.7470 10.7343
61 H 10.8077 12.5847 12.2639
62 H 11.8526 10.3304 14.3408
63 H 15.3887 9.4219 10.8372
64 H 12.4186 11.0637 12.3406
65 H 13.5494 8.3927 9.6216

The value obtained for the HOMO-LUMO gap (spin up / spin down) is 6.22 / 6.96 eV. The total energy is -37662.6433 eV. The expectation value of S² is 2.0418. The charge is +3. Its energy relative to the best compared isomer or geometry (same formula, charge and spin) is 0.385 eV. Its spin multiplicity is 3. For the LUMO energy (spin up / spin down), the calculation gives -0.434 / -0.406 hartree.



The ion C19H34Cl2FIN3O7S2 with charge +1 at a distorted geometry. Source: OMol25; level of theory: ωB97M-V with the def2-TZVPD basis set.

Atoms and positions in Å:
1 I -0.9264 -1.9112 1.7405
2 Cl -0.7479 -3.1130 -2.7935
3 Cl -4.3716 3.5746 0.5631
4 S 1.4693 -0.6713 -2.2202
5 S -2.8762 -0.7645 -2.4171
6 F 0.3886 -0.4704 -3.3534
7 O 0.6317 2.3245 3.2288
8 O 2.3368 0.4349 -2.3469
9 O 3.4273 0.7608 0.2992
10 O 1.6250 2.9641 -2.9694
11 O 1.9506 -1.9939 -2.3071
12 O -2.7946 2.1009 1.9427
13 O -0.0487 4.0362 -1.9764
14 N -1.4379 1.0779 -0.8523
15 N -1.3398 1.3732 -2.2934
16 N -3.6133 -0.3382 1.4242
17 C -2.3376 2.2482 -0.4775
18 C -0.7078 -4.1603 -0.3667
19 C -3.4616 -0.5590 0.0002
20 C -2.0785 -0.4340 -0.7820
21 C 0.7658 -4.4739 -0.1507
22 C -1.1308 -2.8351 -1.0512
23 C 0.5156 -0.4642 -0.6418
24 C -3.0344 2.4699 0.8675
25 C 1.0592 1.4819 2.1637
26 C 0.8963 3.0389 -2.0535
27 C 5.7289 0.7431 1.1713
28 C 0.9180 2.2490 -0.7481
29 C 1.6530 -0.9674 0.3213
30 C 3.1420 -0.6170 0.1694
31 C -0.8287 -1.3818 -0.4390
32 C -4.3223 -1.4430 2.0953
33 C 0.0287 1.0317 -0.3210
34 C -0.1147 1.3122 1.1993
35 C 4.2595 1.0894 1.4119
36 H 3.5875 -1.0004 -0.7491
37 H 1.9460 1.9065 -0.6080
38 H -0.1544 1.9453 3.6397
39 H 3.8874 0.6038 2.3223
40 H -1.3412 -4.3908 0.4888
41 H -0.5828 2.2916 1.2463
42 H -3.8516 -1.5447 -0.2578
43 H 0.9053 -5.5526 -0.0699
44 H 5.9968 -0.2326 1.5795
45 H -1.8153 -1.0590 -3.1704
46 H -4.3542 -1.2290 3.1654
47 H 0.7712 3.0346 -0.0037
48 H -0.8335 0.6355 1.6476
49 H -3.1415 2.1892 -1.2109
50 H -4.1186 0.1394 -0.5358
51 H 5.9316 0.7374 0.0989
52 H 1.6282 -2.0519 0.2340
53 H 1.9113 1.9962 1.7266
54 H 4.1548 2.1678 1.5464
55 H 1.3556 -4.1428 -1.0083
56 H -3.7870 -2.3792 1.9570
57 H 1.4096 0.5443 2.6032
58 H -1.4124 2.3773 -2.3908
59 H 3.6399 -1.1699 0.9764
60 H -0.4247 1.1178 -2.6319
61 H -0.2673 4.3040 -2.8834
62 H -1.0518 -4.9020 -1.0962
63 H -5.3567 -1.5429 1.7484
64 H -4.2076 0.4675 1.5671
65 H -1.7582 3.1635 -0.6389
66 H 1.1763 -4.0257 0.7553
67 H -2.2209 -2.8611 -1.0608
68 H 6.3698 1.4947 1.6330
69 H 1.3846 -0.7449 1.3425

The value obtained for the HOMO-LUMO gap is 8.56 eV. The total energy is -96578.4079 eV. The charge is +1. For the LUMO energy, the calculation gives -0.127 hartree. The SMILES is CCOCC[C@@]1(S(=O)(=O)F)[C@](I)([C@@H](Cl)CC)[C@@](S)(CNC)[N@@+](N)(CC(=O)Cl)[C@]1(CCO)CC(=O)O.